Formula: C40H78BClN5O5
Source: the OMol25 dataset
Level of theory: the ωB97M-V functional and the def2-TZVPD basis

Properties
- LUMO energy (spin up / spin down) (eV) = -3.31 / -3.31
- charge = +1
- 2S+1 = 3
- energy (eV) = -73610.1950

The geometry in XYZ format:
```
130
C40H78BClN5O5 the ωB97M-V functional and the def2-TZVPD basis
Cl 0.78423 1.89839 2.82418
O 5.08864 -2.27828 -0.05795
O -0.54648 -4.25035 0.33323
O 0.01975 3.97277 -1.74357
O -4.42973 -0.51401 -7.18405
O -1.09206 5.99606 -2.57014
N 4.94103 -3.49756 0.62676
N -0.00888 -3.97388 -2.21375
N -3.31528 0.28221 -7.50236
N 0.89572 0.30700 -0.65248
N -0.11516 -1.83264 -0.72626
C 5.91258 -4.41414 -1.57067
C 5.12578 -3.21129 2.09546
C 1.27118 -1.15905 -0.71852
C 4.33474 -1.94364 2.56747
C -0.34966 2.80520 7.82871
C -1.17859 1.09901 -6.45330
C 0.94681 1.80180 7.76095
C -4.07795 -1.37767 1.88055
C 2.70906 1.14918 0.91005
C -2.48958 -0.56454 -5.23303
C -4.45458 -0.49973 4.47878
C -3.81014 1.41112 -8.36260
C -3.71013 2.98413 -6.33093
C -3.11526 1.73991 5.40027
C -2.24715 4.14354 6.46478
C 2.35063 2.40545 1.89451
C -1.35203 2.12909 -0.61635
C 5.89422 -4.47529 -0.00159
C -1.04905 4.65407 -2.52437
C 2.07206 1.24122 -0.60365
C -4.45376 1.13400 4.61899
C -3.40169 3.33769 5.62712
C 6.61373 -3.02996 2.49885
C -2.64639 0.65553 -6.20376
C 7.36025 -4.28382 0.47020
C 2.05876 2.19531 6.61078
C -4.83493 0.95906 -9.46330
C -3.38506 1.78779 -5.44090
C -4.49758 2.53950 -7.54854
C -0.74176 3.50203 6.37674
C 4.51239 -4.35055 2.95524
C 5.41257 -5.92968 0.27189
C -3.41779 -1.10397 3.36212
C 7.50797 -4.14960 1.97370
C -0.52958 3.51301 -0.42427
C -3.44813 -0.35047 0.73659
C -2.63597 1.98019 -9.21082
C -2.87626 -1.12025 -0.59936
C -0.54077 0.73783 -0.63804
C -1.23974 -0.78194 -0.65301
B -0.23063 -3.36432 -0.80799
H 2.23892 3.44380 1.36620
H 2.90070 0.76326 -1.32025
H -2.78192 2.12898 -4.59078
H -3.04777 -2.28047 -0.59344
H -0.54252 2.81643 5.44968
H -1.83874 3.94608 -3.07237
H 7.78221 -3.38135 0.00545
H -3.63081 3.94520 4.64637
H -0.67528 0.42752 -7.15851
H -5.80298 0.66793 -9.04384
H -1.98039 -1.39959 -5.73040
H 6.37849 -3.49996 -1.95147
H -0.08517 3.63889 8.64087
H 6.70781 -2.98049 3.59046
H 6.49108 -5.25124 -1.98255
H 1.50743 1.68048 8.79026
H 7.27382 -5.10167 2.46628
H -5.55830 -0.86684 4.25186
H -3.30751 -0.64310 -1.60407
H 2.12730 3.35590 6.40991
H -2.49385 4.32639 7.60040
H 4.36465 -4.03004 3.99476
H 5.07234 -6.11543 1.28387
H -4.44578 0.11767 -10.04976
H -1.89509 -0.29436 -4.35248
H 8.54987 -3.92549 2.22402
H -3.98584 -2.48373 1.49928
H -4.29497 3.71075 -5.75784
H -0.86747 -5.11341 -0.10774
H 2.45755 0.12199 1.46137
H -1.32586 4.35444 -0.13403
H 6.22182 -6.64806 0.08738
H -1.99649 2.19068 -1.61965
H 0.52476 -3.28881 -2.82344
H -1.09020 2.12282 -6.81682
H 0.51509 0.72458 7.48077
H 0.27291 3.53392 0.42589
H -0.93108 -4.08194 -2.71358
H -1.70426 2.10907 -8.67260
H -5.03536 1.77988 -10.16409
H 0.00906 4.42341 6.26383
H 1.83185 1.61134 5.59960
H 4.57842 -6.20062 -0.38408
H 2.33818 -1.66230 -0.75481
H -1.27705 2.22886 8.26247
H -2.87047 1.18740 6.40402
H -4.39758 3.40558 6.28188
H -2.40866 1.32774 -10.06063
H -2.89187 2.96822 -9.61497
H -2.54188 0.19024 1.26567
H -5.23384 -1.09141 1.94423
H 1.89920 2.32052 -1.00741
H -2.79415 3.50412 -6.63831
H 7.98430 -5.11607 0.12389
H -5.48587 2.19895 -7.20823
H -4.12275 -0.93988 5.53493
H -4.67284 1.69021 3.59456
H -2.17426 5.23046 5.97682
H 3.53051 -4.65223 2.57255
H -2.46943 -0.41595 3.35931
H -3.05232 -2.15753 3.78573
H -4.68692 3.40998 -8.18762
H 6.99231 -2.07383 2.11635
H 5.14945 -5.23218 3.02603
H 4.38741 -1.82843 3.65639
H -0.59373 1.08227 -5.52443
H 3.88970 1.14438 0.77220
H 4.89920 -4.48342 -1.98488
H 3.27442 -2.01810 2.29524
H -2.16824 2.08366 0.25396
H -2.23599 1.66826 4.59737
H -4.21155 0.45795 0.36515
H -5.37468 1.41187 5.32431
H 3.11545 1.86932 7.02154
H 4.73693 -1.01379 2.14718
H -3.45136 -0.92410 -4.84742
H 3.16125 2.56381 2.75629
H -4.32167 1.40515 -5.01644
```



Formula: C40H78F21N3O17
Source: the OMol25 dataset
Level of theory: the ωB97M-V functional and the def2-TZVPD basis

Properties
- LUMO energy (eV) = 2.57
- charge = -4
- 2S+1 = 1
- energy (eV) = -139084.5305

The geometry in XYZ format:
```
159
C40H78F21N3O17 the ωB97M-V functional and the def2-TZVPD basis
F 8.14232 0.73707 1.65319
F 4.16194 14.83917 -9.15376
F -11.32315 -11.08779 -0.18738
F -4.91201 13.97769 7.10871
F 2.38648 -2.05942 8.92064
F 8.97054 1.56379 -0.18128
F 4.51179 12.84997 -9.88149
F 3.32842 13.16201 -8.15006
F -5.28162 1.88655 -1.27940
F 3.36550 -3.42038 7.56777
F -6.37018 3.22453 -0.21832
F -9.72012 -10.05683 -1.28600
F 8.84069 -0.56158 0.03829
F 3.93102 -1.28672 7.65269
F -10.23190 -9.34255 0.71199
F -7.45957 1.72878 -1.05398
F 1.99909 -6.21182 -2.83828
F 1.32676 -6.89402 -0.93829
F 3.47220 -7.02038 -1.40777
F -5.51374 14.21486 9.15381
F -3.55659 14.96499 8.56097
O 1.32323 14.26547 -9.49721
O -2.61839 12.61352 7.74330
O -3.34585 12.53536 9.99960
O 5.62918 -1.89734 -4.62897
O -0.84800 -1.54263 1.51796
O 2.48585 -4.92522 0.52948
O -8.84115 -12.57249 -0.42066
O 2.71106 14.57847 -11.33585
O -8.01719 -10.84383 1.11542
O 6.12149 -0.53662 0.15132
O 1.21645 -0.80883 7.11021
O -8.88210 -6.70008 2.20248
O -7.50141 2.86163 -3.52102
O -0.02789 -2.32986 -4.15042
O 2.72594 -1.52623 5.53701
O 6.73206 0.78528 -1.67528
O 3.53290 -4.22327 -1.44444
N 5.14452 -1.89357 -1.80061
N -1.72756 -0.66457 -1.39314
N 1.38512 -2.20535 3.36505
C 0.04995 -0.63791 6.30479
C -0.86387 0.40774 6.93587
C 3.69796 -5.46975 1.03832
C -1.58029 -0.50238 2.11553
C -1.58126 11.78026 8.14987
C -9.07397 -11.41119 0.71315
C 0.73963 -3.45989 -4.41219
C 0.15495 13.94301 -10.16880
C 0.46894 -1.11838 1.18439
C -7.34488 -7.42089 3.92339
C -1.54207 -1.08724 -2.75402
C -0.20788 -2.03669 -2.81716
C 1.94553 -1.80848 6.59783
C -8.00272 -12.75838 -2.54939
C -3.70069 12.62441 8.77611
C -1.95048 10.28740 7.94518
C -4.39175 13.92124 8.42015
C 5.95457 -2.99137 -3.75657
C 4.49077 -4.63768 2.06742
C 3.55786 13.68952 -9.32393
C 2.47022 -4.81326 -0.94325
C -6.60262 3.12532 -2.67251
C 6.73699 0.63266 -0.26172
C -6.43099 2.45643 -1.43902
C 2.31635 -6.28051 -1.50337
C 7.09055 -3.13565 -1.41818
C 6.30366 -2.34349 -2.48347
C 2.79063 -0.75559 2.05187
C -7.64313 -7.33897 2.46813
C -1.35059 0.15461 -3.61476
C -10.09678 -10.50517 -0.04390
C 2.92974 -2.13499 7.70012
C 4.51209 -1.91291 -5.46769
C 5.80062 2.84134 -2.45634
C 2.45633 13.81810 -10.35488
C -1.02795 13.52718 -9.26843
C 8.19150 0.58873 0.32322
C 1.36843 -1.05193 2.43747
C 5.53110 1.39191 -2.22893
C -7.69076 -12.41908 -1.14261
H 4.71934 1.16265 -1.58266
H -1.14165 -0.11311 3.02038
H 1.45578 -4.39510 -1.12154
H -7.35686 -11.31444 -1.05155
H -1.60603 0.79445 6.29937
H 0.44381 -0.10420 0.80959
H -7.65244 -8.36116 4.38569
H -0.78208 0.92016 -3.11852
H -6.27143 -7.39791 4.04801
H -0.06354 14.74540 -10.87550
H -0.56561 12.99363 -8.35452
H -1.74117 -1.45425 -0.73903
H 3.26683 -1.70796 1.64660
H 0.25475 -4.40434 -4.18848
H 5.16501 -3.70268 -3.73685
H 6.22721 3.34717 -1.54968
H 5.38909 0.93510 -3.17452
H 4.88432 3.37305 -2.66996
H -8.44534 -13.72930 -2.64986
H 4.36641 -5.73475 0.27473
H 6.69403 -3.56398 -4.25062
H 0.86230 -1.85511 0.54398
H -1.04043 9.79809 8.15902
H -7.55186 -8.29901 2.00617
H -0.80492 -0.05138 -4.53743
H 1.84085 -2.96078 2.90206
H -1.38560 11.92669 9.25309
H 1.31631 -2.69858 6.33807
H -9.06331 -7.05944 1.23428
H 5.39389 -5.25349 2.24852
H -1.62876 14.40418 -9.00250
H -2.34749 0.53226 -3.89836
H 2.12213 12.81232 -10.50585
H 1.62775 -3.48099 -3.74164
H -2.30395 -1.71461 -3.21293
H 4.79519 -1.33475 -6.32621
H -0.68013 12.14611 7.62848
H -9.62130 -12.04992 1.51574
H 4.62327 -2.73672 -1.50899
H 3.63194 -1.55522 -4.96804
H 2.88787 -0.05581 1.26354
H 4.77712 -3.67469 1.66217
H -2.20118 10.28541 6.88691
H 0.34680 -0.17711 5.39660
H 6.44638 -3.88613 -1.10652
H -0.44628 -2.95828 -2.26316
H -4.36293 11.84495 8.30053
H 0.96738 -3.42232 -5.49743
H -0.18394 1.21088 7.21341
H -1.69769 0.32817 1.33166
H -6.91771 -6.68427 2.00494
H 0.48614 -2.61632 3.71956
H -2.73182 9.89967 8.57181
H 0.29936 13.08740 -10.91930
H -2.62860 -0.82119 2.30687
H 4.50991 -1.23258 -2.25300
H 3.42336 -0.36351 2.84146
H 4.25436 -2.83168 -5.99715
H -2.55368 -0.08656 -1.28425
H -7.78724 -6.62116 4.47149
H -0.44874 -1.60053 6.10973
H 7.26095 -2.43035 -0.57796
H 1.12819 -0.23312 3.11348
H 0.64988 -1.48805 -2.33260
H 3.98928 -4.58409 3.02049
H 6.23877 1.42517 0.28486
H 6.96817 -1.48103 -2.81509
H 8.02792 -3.55367 -1.83549
H -8.59414 -11.92266 -2.79739
H 6.52664 3.01742 -3.25458
H 2.27166 -1.80143 4.70005
H 5.64023 -1.04892 -0.66064
H -1.62105 12.81822 -9.87081
H -7.12302 -12.73723 -3.17983
H -1.37284 -0.11501 7.72563
H -5.83703 3.85856 -2.85744
H 3.51895 -6.53299 1.48360
H -6.87964 -13.00907 -0.72264
```